Run a
Computed, not measured: the ion C2H6N3S with charge +1, with ωB97M-V/def2-TZVPD.

Multiplicity: 1
Frontier orbital gap (alpha / beta) (eV): 6.096 / 6.102
Total charge: +1

Each line ends with the Löwdin charge.
CARTESIAN COORDINATES (ANGSTROEM)
C (0.4706, -0.1635, 0.1216)  -0.6228
C (-2.1165, 0.4962, -0.1973)  -0.1337
N (1.7424, -0.0634, 0.0518)  0.0185
N (-0.1117, -1.3967, 0.1381)  0.0481
N (2.4372, 1.0696, -0.0685)  0.0416
S (-0.7023, 1.2601, 0.1769)  1.1742
H (-1.9325, -0.4628, -0.4356)  -0.0111
H (-2.9013, 1.1811, -0.1184)  0.0383
H (0.6383, -2.0572, -0.0514)  0.1238
H (-0.7329, -1.7418, 0.8534)  0.1132
H (2.2743, 2.0520, 0.0465)  0.1077
H (3.3373, 0.9760, -0.4768)  0.1021

***

Run b
Computed, not measured: the ion C2H6N3S with charge +1, with ωB97M-V/def2-TZVPD.

Multiplicity: 1
Structure (SMILES): [NH2+]=C/[NH+]=C/N[S-]
Frontier orbital gap (alpha / beta) (eV): 6.826 / 6.825
Total charge: +1

Each line ends with the Löwdin charge.
CARTESIAN COORDINATES (ANGSTROEM)
N (2.1757, -0.5858, -0.8299)  0.2100
C (1.1779, -0.5977, 0.0315)  -0.0783
N (0.0599, 0.1060, -0.1366)  0.1054
C (-1.0495, 0.0837, 0.6754)  -0.1706
N (-2.1633, 0.7810, 0.4922)  -0.5179
S (-2.7162, 1.9274, -0.5646)  0.5828
H (2.1302, -0.0569, -1.6902)  0.1478
H (3.0175, -1.1120, -0.6568)  0.1449
H (1.2587, -1.2153, 0.9152)  0.1693
H (-0.0290, 0.7067, -0.9582)  0.1554
H (-0.9921, -0.5702, 1.5324)  0.1456
H (-2.8698, 0.5332, 1.1898)  0.1055

***

Run c
Computed, not measured: a structure of composition C2H6N3S, with ωB97M-V/def2-TZVPD.

Multiplicity: 1
Frontier orbital gap (eV): 9.760
Total charge: +1

Each line ends with the Löwdin charge.
CARTESIAN COORDINATES (ANGSTROEM)
C (2.2949, -0.5853, -0.2093)  -0.3812
C (0.7939, 1.1209, -0.3092)  -0.0548
N (1.8847, 0.4790, -0.7141)  -0.0149
N (0.0969, -0.0878, 1.0132)  -0.4287
N (-1.1847, -0.5952, 0.4992)  0.0925
S (1.2938, -1.2693, 1.0787)  0.9496
H (3.2087, -1.0827, -0.4815)  0.0965
H (0.9604, 2.0144, 0.2834)  0.1226
H (0.0038, 1.2213, -1.0469)  0.1105
H (-1.8992, 0.1245, 0.7017)  0.1802
H (-1.4346, -1.4574, 1.0120)  0.1595
H (-1.1963, -0.8105, -0.5165)  0.1682

***

Most stable structure: run b

***

Run a
Computed, not measured: a cluster of 2 separate species, C5H14NO in total, with ωB97M-V/def2-TZVPD.

Multiplicity: 1
Frontier orbital gap (eV): 10.859
Total charge: +1

Each line ends with the Löwdin charge.
CARTESIAN COORDINATES (ANGSTROEM)
C (-1.0822, 0.7187, -1.6932)  -0.0974
C (0.3601, 0.6507, -2.2894)  -0.2395
C (1.2880, -0.3766, -1.6290)  -0.1677
C (1.0112, -0.8365, -0.1829)  -0.0643
C (0.9373, -0.0123, 0.8539)  -0.1038
N (0.4653, -0.5376, 2.1557)  0.1589
H (-1.0165, 0.6148, -0.6278)  0.0149
H (-1.6428, 1.6115, -1.9948)  0.0796
H (-1.7339, -0.0380, -2.1595)  0.0832
H (0.1659, 0.4398, -3.3524)  0.1085
H (0.8001, 1.6670, -2.3307)  0.1090
H (1.0131, -1.1873, -2.3168)  0.1185
H (2.3559, -0.1852, -1.5296)  0.1233
H (1.1277, -1.9189, -0.0172)  0.1329
H (1.2507, 1.0257, 0.7799)  0.1440
H (-0.5864, -0.5695, 2.0965)  0.1043
H (0.9261, -1.3996, 2.4656)  0.1725
H (0.5938, -0.0829, 3.0733)  0.1783
H (-2.9069, -0.2737, 1.9948)  0.0804
H (-2.1932, 1.0414, 1.7069)  0.0793
O (-2.0931, 0.1982, 2.1599)  -0.0149

***

Run b
Computed, not measured: a cluster of 2 separate species, C5H14NO in total, with ωB97M-V/def2-TZVPD.

Multiplicity: 1
Frontier orbital gap (eV): 11.397
Total charge: +1

Each line ends with the Löwdin charge.
CARTESIAN COORDINATES (ANGSTROEM)
O (-1.4406, 0.2943, 0.8484)  -0.0011
C (-2.4048, -0.2233, 1.3717)  -0.2531
C (-3.1413, -1.3939, 0.8278)  -0.0291
H (-2.7933, 0.1959, 2.3177)  0.1349
H (-2.6993, -1.7487, -0.0961)  0.0848
H (-4.1710, -1.0949, 0.6383)  0.0965
H (-3.1612, -2.1749, 1.5876)  0.0959
C (2.0405, -1.3642, -0.4155)  -0.0577
C (1.8245, 0.0066, -1.0239)  -0.1890
N (1.0899, 0.8972, -0.0703)  -0.0221
C (0.7388, 2.2383, -0.6392)  0.0127
H (1.0886, -1.8280, -0.1500)  0.0843
H (2.5272, -2.0036, -1.1451)  0.0918
H (2.6673, -1.3084, 0.4742)  0.0877
H (2.7602, 0.5032, -1.2767)  0.1332
H (1.2205, -0.0417, -1.9314)  0.1347
H (1.6578, 1.0153, 0.7686)  0.1801
H (0.2120, 0.4393, 0.2311)  0.0999
H (1.6593, 2.7219, -0.9497)  0.1045
H (0.2291, 2.8084, 0.1266)  0.1042
H (0.0957, 2.0611, -1.4940)  0.1069

***

Run c
Computed, not measured: a cluster of 2 separate species, C5H14NO in total, with ωB97M-V/def2-TZVPD.

Multiplicity: 1
Frontier orbital gap (eV): 10.989
Total charge: +1

Each line ends with the Löwdin charge.
CARTESIAN COORDINATES (ANGSTROEM)
O (0.8118, 0.4159, 1.6547)  0.0093
C (0.4064, 1.3366, 0.9476)  -0.2397
C (1.1541, 1.9978, -0.1940)  -0.1787
C (0.5841, 1.4940, -1.5157)  -0.0888
H (-0.6503, 1.6105, 1.2073)  0.1395
H (2.2108, 1.7523, -0.0212)  0.1287
H (1.0375, 3.0862, -0.0803)  0.1292
H (0.6027, 0.3944, -1.5750)  0.0442
H (1.2170, 1.7907, -2.3738)  0.0985
H (-0.4584, 1.7710, -1.7153)  0.0847
C (-0.0075, -2.2855, -0.8249)  0.0061
N (-0.6585, -1.5902, 0.3362)  -0.0546
C (-1.9385, -0.8770, 0.0118)  0.0078
H (1.0067, -2.5655, -0.5341)  0.1150
H (-0.6657, -3.1148, -1.0846)  0.1078
H (0.0307, -1.5701, -1.6625)  0.0903
H (0.0372, -0.9247, 0.7176)  0.0953
H (-0.7828, -2.3188, 1.0749)  0.1970
H (-1.7087, -0.0446, -0.6647)  0.0882
H (-2.3109, -0.4490, 0.9498)  0.1111
H (-2.6422, -1.6091, -0.3771)  0.1092

***

Run d
Computed, not measured: a cluster of 2 separate species, C5H14NO in total, with ωB97M-V/def2-TZVPD.

Multiplicity: 1
Frontier orbital gap (eV): 11.199
Total charge: +1

Each line ends with the Löwdin charge.
CARTESIAN COORDINATES (ANGSTROEM)
C (2.9018, -1.9035, 0.4191)  -0.0965
C (2.7652, -0.9157, -0.7522)  -0.2492
C (1.3693, -0.8336, -1.3446)  -0.1964
C (0.3963, -0.1545, -0.4500)  -0.0868
C (-0.8692, -0.4237, -0.2338)  -0.0614
N (-1.6664, 0.5445, 0.5864)  0.2027
H (3.9329, -2.1006, 0.7039)  0.0756
H (2.4511, -2.8588, 0.1300)  0.0797
H (2.5261, -1.4890, 1.3436)  0.0655
H (3.5655, -0.9525, -1.4781)  0.1109
H (2.9293, 0.0458, -0.2305)  0.1058
H (1.0036, -1.8218, -1.6452)  0.1272
H (1.3797, -0.2669, -2.2759)  0.1312
H (0.6771, 0.8720, -0.1876)  0.1387
H (-1.4340, -1.2348, -0.6610)  0.1323
H (-2.0779, 1.3911, 0.1925)  0.1497
H (-0.9046, 0.8651, 1.2004)  0.1638
H (-2.3060, 0.0621, 1.1998)  0.1622
H (-3.5485, 3.6655, 0.8348)  0.0486
H (-4.3415, 3.0783, 1.9908)  0.0525
O (-3.8645, 2.8279, 1.1930)  -0.0562

***

Most stable structure: run b